Entry one
{
  "formula": "C40H110N10O10",
  "method": "wB97M-V/def2-TZVPD",
  "elements": ["C", "C", "C", "O", "C", "N", "H", "H", "H", "H", "H", "H", "H", "H", "H", "H", "H", "C", "C", "C", "O", "C", "N", "H", "H", "H", "H", "H", "H", "H", "H", "H", "H", "H", "C", "C", "C", "O", "C", "N", "H", "H", "H", "H", "H", "H", "H", "H", "H", "H", "H", "C", "C", "C", "O", "C", "N", "H", "H", "H", "H", "H", "H", "H", "H", "H", "H", "H", "C", "C", "C", "O", "C", "N", "H", "H", "H", "H", "H", "H", "H", "H", "H", "H", "H", "C", "C", "C", "O", "C", "N", "H", "H", "H", "H", "H", "H", "H", "H", "H", "H", "H", "C", "C", "C", "O", "C", "N", "H", "H", "H", "H", "H", "H", "H", "H", "H", "H", "H", "C", "C", "C", "O", "C", "N", "H", "H", "H", "H", "H", "H", "H", "H", "H", "H", "H", "C", "C", "C", "O", "C", "N", "H", "H", "H", "H", "H", "H", "H", "H", "H", "H", "H", "C", "C", "C", "O", "C", "N", "H", "H", "H", "H", "H", "H", "H", "H", "H", "H", "H"],
  "xyz": [[14.483, 13.241, 18.272], [13.877, 12.280, 17.283], [13.886, 12.946, 15.915], [13.104, 14.124, 15.822], [12.548, 14.403, 14.527], [14.652, 11.004, 17.367], [15.476, 13.555, 17.909], [14.448, 12.700, 19.196], [13.894, 14.196, 18.411], [12.839, 12.049, 17.539], [13.429, 12.197, 15.128], [14.960, 13.131, 15.545], [13.369, 14.736, 13.859], [11.869, 15.241, 14.689], [12.016, 13.574, 14.034], [14.451, 10.378, 16.585], [15.587, 11.304, 17.112], [14.872, 25.718, 10.895], [15.023, 24.185, 11.087], [15.082, 23.612, 9.688], [15.223, 22.184, 9.787], [15.144, 21.438, 8.629], [16.221, 23.824, 11.888], [13.999, 25.980, 10.217], [15.786, 26.231, 10.434], [14.726, 26.245, 11.819], [14.055, 23.848, 11.554], [15.963, 23.992, 9.022], [14.166, 23.851, 9.150], [15.675, 20.509, 8.724], [15.472, 21.972, 7.715], [14.080, 21.265, 8.357], [16.112, 22.979, 12.413], [16.451, 24.563, 12.528], [14.622, 16.814, 7.952], [15.400, 15.688, 7.415], [15.916, 14.854, 8.548], [16.664, 13.714, 8.058], [17.984, 13.720, 8.596], [14.518, 14.936, 6.517], [14.178, 17.520, 7.273], [15.216, 17.498, 8.585], [13.870, 16.410, 8.602], [16.224, 16.146, 6.911], [15.088, 14.524, 9.119], [16.609, 15.438, 9.188], [18.486, 14.641, 8.335], [18.502, 12.871, 8.126], [18.020, 13.625, 9.736], [14.480, 15.256, 5.590], [14.618, 13.923, 6.392], [10.572, 20.462, 15.311], [10.988, 19.238, 14.453], [10.477, 19.357, 13.043], [11.088, 18.294, 12.346], [10.929, 18.385, 10.929], [12.486, 19.125, 14.598], [11.005, 20.294, 16.301], [9.498, 20.491, 15.403], [10.892, 21.370, 14.802], [10.459, 18.379, 14.861], [10.731, 20.295, 12.560], [9.343, 19.335, 13.064], [11.476, 19.204, 10.382], [9.874, 18.477, 10.575], [11.324, 17.432, 10.634], [12.692, 19.210, 15.539], [12.787, 18.225, 14.254], [14.723, 11.912, 12.645], [16.091, 11.519, 13.163], [16.440, 10.152, 12.642], [15.484, 9.113, 13.053], [15.905, 8.578, 14.293], [17.194, 12.356, 12.723], [14.604, 11.771, 11.603], [14.425, 12.961, 12.731], [14.110, 11.228, 13.183], [15.980, 11.544, 14.248], [17.462, 9.938, 12.851], [16.460, 10.224, 11.582], [16.292, 9.272, 15.005], [16.680, 7.822, 14.193], [14.917, 8.180, 14.684], [17.022, 13.383, 12.807], [17.466, 12.155, 11.754], [12.509, 13.868, 10.332], [11.057, 14.078, 10.026], [10.758, 14.656, 8.647], [10.984, 16.022, 8.671], [10.979, 16.668, 7.459], [10.416, 12.719, 10.125], [12.561, 13.239, 11.186], [13.032, 14.790, 10.630], [12.998, 13.314, 9.539], [10.658, 14.741, 10.797], [9.715, 14.451, 8.440], [11.443, 14.132, 7.868], [11.391, 17.692, 7.496], [9.980, 16.643, 7.018], [11.615, 16.169, 6.687], [10.545, 12.318, 11.032], [9.408, 12.738, 10.071], [14.423, 18.449, 11.821], [15.282, 19.258, 12.757], [16.765, 19.227, 12.413], [17.177, 17.868, 12.227], [18.079, 17.657, 11.138], [14.954, 20.727, 12.799], [13.400, 18.682, 11.939], [14.613, 17.354, 12.031], [14.638, 18.713, 10.783], [15.034, 18.893, 13.747], [17.270, 19.798, 13.213], [16.895, 19.850, 11.522], [18.974, 18.320, 11.189], [17.453, 17.739, 10.253], [18.396, 16.649, 11.280], [14.076, 20.751, 13.267], [14.916, 21.119, 11.924], [20.785, 23.624, 10.019], [19.859, 22.492, 9.815], [19.914, 21.602, 11.103], [21.249, 21.182, 11.438], [21.384, 20.526, 12.717], [18.493, 22.942, 9.594], [20.636, 24.531, 9.346], [21.802, 23.275, 9.973], [20.736, 24.020, 11.077], [20.209, 21.873, 8.990], [19.340, 20.688, 10.935], [19.421, 22.108, 11.950], [20.689, 19.641, 12.802], [20.906, 21.133, 13.534], [22.388, 20.185, 12.915], [18.080, 23.301, 10.451], [17.971, 22.175, 9.261], [18.620, 14.972, 14.097], [17.264, 14.986, 14.794], [17.206, 15.961, 16.008], [16.035, 15.699, 16.809], [15.742, 16.717, 17.658], [16.134, 15.143, 13.865], [18.704, 14.170, 13.387], [19.367, 14.769, 14.891], [18.923, 15.870, 13.619], [17.150, 13.937, 15.212], [17.200, 16.910, 15.596], [18.092, 15.800, 16.631], [16.541, 17.082, 18.229], [14.998, 16.309, 18.387], [15.198, 17.539, 17.185], [16.227, 15.950, 13.259], [15.245, 15.065, 14.342], [21.530, 11.324, 6.062], [21.271, 12.798, 6.459], [20.163, 13.433, 5.748], [20.055, 14.758, 6.221], [19.027, 15.514, 5.664], [21.015, 12.890, 7.919], [21.596, 11.176, 5.001], [20.708, 10.728, 6.518], [22.480, 10.901, 6.433], [22.103, 13.503, 6.182], [19.248, 12.936, 5.993], [20.354, 13.403, 4.600], [18.971, 16.368, 6.282], [18.148, 14.946, 5.855], [19.312, 15.640, 4.576], [21.008, 13.858, 8.186], [21.741, 12.393, 8.379]],
  "homo_energy_ev": -8.705,
  "smiles": "COC[C@H](C)N.COC[C@H](C)N.COC[C@H](C)N.COC[C@H](C)N.COC[C@H](C)N.COC[C@H](C)N.COC[C@H](C)N.COC[C@H](C)N.COC[C@H](C)N.COC[C@H](C)N",
  "orbital_gap_ha": 0.3362,
  "total_charge": 0
}

Entry two
{
  "formula": "C40H110N10O10",
  "method": "wB97M-V/def2-TZVPD",
  "elements": ["C", "C", "C", "O", "C", "N", "H", "H", "H", "H", "H", "H", "H", "H", "H", "H", "H", "C", "C", "C", "O", "C", "N", "H", "H", "H", "H", "H", "H", "H", "H", "H", "H", "H", "C", "C", "C", "O", "C", "N", "H", "H", "H", "H", "H", "H", "H", "H", "H", "H", "H", "C", "C", "C", "O", "C", "N", "H", "H", "H", "H", "H", "H", "H", "H", "H", "H", "H", "C", "C", "C", "O", "C", "N", "H", "H", "H", "H", "H", "H", "H", "H", "H", "H", "H", "C", "C", "C", "O", "C", "N", "H", "H", "H", "H", "H", "H", "H", "H", "H", "H", "H", "C", "C", "C", "O", "C", "N", "H", "H", "H", "H", "H", "H", "H", "H", "H", "H", "H", "C", "C", "C", "O", "C", "N", "H", "H", "H", "H", "H", "H", "H", "H", "H", "H", "H", "C", "C", "C", "O", "C", "N", "H", "H", "H", "H", "H", "H", "H", "H", "H", "H", "H", "C", "C", "C", "O", "C", "N", "H", "H", "H", "H", "H", "H", "H", "H", "H", "H", "H"],
  "xyz": [[-0.026, -2.715, 4.628], [-0.172, -3.537, 3.370], [-0.312, -5.025, 3.695], [0.710, -5.590, 4.481], [2.011, -5.362, 3.973], [-1.419, -3.078, 2.697], [-0.922, -2.876, 5.245], [0.016, -1.639, 4.473], [0.787, -3.024, 5.287], [0.615, -3.314, 2.651], [-0.452, -5.583, 2.755], [-1.213, -5.154, 4.298], [2.148, -5.816, 2.985], [2.698, -5.797, 4.699], [2.263, -4.295, 3.921], [-1.696, -3.837, 2.064], [-2.184, -3.092, 3.377], [1.965, -1.673, 10.027], [2.341, -0.738, 8.879], [1.996, -1.379, 7.529], [2.171, -0.460, 6.477], [3.516, -0.204, 6.095], [1.604, 0.508, 9.078], [2.393, -1.420, 10.988], [2.180, -2.701, 9.710], [0.873, -1.675, 10.128], [3.416, -0.536, 8.937], [0.942, -1.660, 7.594], [2.603, -2.273, 7.337], [3.909, 0.745, 6.467], [3.498, -0.151, 5.003], [4.149, -1.045, 6.394], [0.613, 0.293, 9.148], [1.690, 1.139, 8.289], [-4.696, -0.386, -4.000], [-5.098, 0.368, -5.258], [-6.545, 0.802, -5.218], [-7.370, -0.348, -5.053], [-8.740, -0.013, -5.154], [-4.233, 1.569, -5.429], [-4.870, 0.231, -3.107], [-3.651, -0.690, -3.950], [-5.338, -1.264, -3.903], [-4.856, -0.285, -6.101], [-6.793, 1.288, -6.176], [-6.786, 1.513, -4.418], [-9.304, -0.931, -4.991], [-8.976, 0.237, -6.199], [-9.018, 0.790, -4.469], [-4.485, 2.008, -6.311], [-4.494, 2.234, -4.703], [-4.735, 3.602, -1.970], [-5.718, 4.107, -3.010], [-6.605, 5.214, -2.462], [-7.579, 5.523, -3.417], [-8.471, 6.522, -2.974], [-4.989, 4.553, -4.220], [-4.205, 4.421, -1.480], [-4.076, 2.843, -2.383], [-5.306, 3.101, -1.178], [-6.403, 3.305, -3.309], [-5.962, 6.087, -2.275], [-7.104, 4.873, -1.544], [-7.968, 7.488, -2.956], [-8.843, 6.248, -1.977], [-9.344, 6.482, -3.619], [-4.147, 5.059, -3.962], [-5.617, 5.208, -4.685], [0.021, 3.727, -0.764], [1.215, 4.621, -1.056], [2.477, 3.817, -1.294], [2.919, 3.244, -0.071], [3.858, 2.222, -0.277], [0.954, 5.376, -2.289], [-0.160, 3.174, -1.690], [-0.876, 4.273, -0.471], [0.244, 3.019, 0.031], [1.353, 5.274, -0.181], [3.293, 4.439, -1.696], [2.247, 3.047, -2.049], [3.453, 1.305, -0.716], [4.308, 2.004, 0.691], [4.703, 2.520, -0.915], [0.214, 6.060, -2.139], [1.740, 5.967, -2.554], [1.712, -0.508, 1.714], [0.427, 0.230, 1.391], [0.015, 0.024, -0.056], [-1.124, 0.810, -0.281], [-1.818, 0.486, -1.458], [-0.638, -0.054, 2.353], [2.521, -0.223, 1.040], [1.531, -1.585, 1.679], [2.024, -0.283, 2.736], [0.606, 1.309, 1.493], [-0.258, -1.021, -0.266], [0.837, 0.329, -0.718], [-1.205, 0.471, -2.370], [-2.606, 1.228, -1.571], [-2.259, -0.521, -1.375], [-1.469, 0.442, 2.038], [-0.929, -1.047, 2.390], [3.213, -4.976, -0.805], [2.080, -3.945, -0.943], [2.050, -3.274, -2.307], [3.347, -2.714, -2.481], [3.447, -1.868, -3.594], [0.768, -4.603, -0.697], [4.195, -4.510, -0.909], [3.097, -5.792, -1.522], [3.195, -5.410, 0.196], [2.198, -3.264, -0.095], [1.262, -2.516, -2.228], [1.820, -4.015, -3.084], [3.634, -2.429, -4.521], [4.257, -1.160, -3.423], [2.596, -1.243, -3.900], [0.716, -4.857, 0.290], [0.755, -5.539, -1.113], [-0.661, -1.738, -4.618], [-1.265, -1.853, -6.040], [-2.424, -2.797, -6.201], [-2.211, -4.034, -5.557], [-3.258, -4.920, -5.800], [-1.675, -0.519, -6.512], [-0.097, -0.813, -4.518], [-0.024, -2.622, -4.501], [-1.422, -1.665, -3.838], [-0.473, -2.159, -6.732], [-2.579, -2.977, -7.280], [-3.383, -2.318, -5.929], [-4.137, -4.747, -5.165], [-2.887, -5.920, -5.583], [-3.621, -4.900, -6.835], [-0.961, 0.180, -6.390], [-2.516, -0.131, -6.094], [6.913, -2.619, -0.544], [6.749, -1.171, -0.949], [7.044, -0.893, -2.411], [8.420, -1.140, -2.623], [8.877, -0.431, -3.757], [5.388, -0.680, -0.613], [7.940, -3.005, -0.539], [6.379, -3.307, -1.209], [6.569, -2.810, 0.477], [7.419, -0.501, -0.398], [6.725, 0.114, -2.695], [6.453, -1.606, -3.010], [9.921, -0.698, -3.918], [8.850, 0.652, -3.574], [8.294, -0.646, -4.657], [4.687, -1.262, -1.080], [5.258, -0.875, 0.376], [-1.055, 3.185, 4.793], [0.215, 2.425, 5.091], [1.080, 3.051, 6.161], [1.367, 4.388, 5.799], [2.028, 5.025, 6.864], [-0.166, 1.059, 5.547], [-1.641, 3.514, 5.652], [-1.685, 2.648, 4.084], [-0.810, 4.132, 4.291], [0.834, 2.281, 4.193], [2.040, 2.523, 6.231], [0.527, 3.025, 7.110], [1.329, 5.042, 7.709], [2.142, 6.073, 6.596], [2.964, 4.527, 7.108], [-0.502, 0.539, 4.732], [0.694, 0.521, 5.770]],
  "homo_energy_ev": -8.439,
  "smiles": "COC[C@H](C)N.COC[C@H](C)N.COC[C@H](C)N.COC[C@H](C)N.COC[C@H](C)N.COC[C@H](C)N.COC[C@H](C)N.COC[C@H](C)N.COC[C@H](C)N.COC[C@H](C)N",
  "orbital_gap_ha": 0.3258,
  "total_charge": 0
}

Which is the most stable structure? entry two is the most stable.

Entry one
{
  "formula": "CH4S2",
  "method": "wB97M-V/def2-TZVPD",
  "elements": ["C", "S", "S", "H", "H", "H", "H"],
  "xyz": [[0.371, -0.119, 1.224], [-0.886, 0.700, -1.998], [0.931, 0.023, -1.363], [-0.685, 0.046, 1.314], [1.072, 0.706, 1.225], [0.788, -0.957, 1.515], [-1.589, -0.399, -1.917]],
  "homo_energy_ev": [-8.562, -8.555],
  "orbital_gap_ha": [0.2981, 0.2716],
  "total_charge": 0
}

Entry two
{
  "formula": "CH4S2",
  "method": "wB97M-V/def2-TZVPD",
  "elements": ["C", "S", "S", "H", "H", "H", "H"],
  "xyz": [[-1.289, 0.159, 0.000], [2.650, -0.528, -0.271], [-0.055, 1.143, -0.942], [-0.859, 0.203, 0.998], [-1.271, -0.783, -0.591], [-2.376, 0.745, -0.132], [3.199, -0.938, 0.936]],
  "homo_energy_ev": [-8.834, -8.822],
  "orbital_gap_ha": [0.2007, 0.2001],
  "total_charge": 0
}

Which is the most stable structure? entry one is the most stable.

Entry one
{
  "formula": "C5H9IN3",
  "method": "wB97M-V/def2-TZVPD",
  "elements": ["C", "C", "C", "C", "C", "N", "N", "N", "I", "H", "H", "H", "H", "H", "H", "H", "H", "H"],
  "xyz": [[-0.093, 1.148, 0.426], [1.382, -0.571, 0.550], [0.080, -0.205, -0.005], [-1.156, 2.074, 0.020], [2.215, -1.758, 0.632], [1.020, 1.491, 1.028], [1.843, 0.575, 1.032], [-0.886, -0.899, -0.886], [-4.098, 0.493, -1.114], [-1.205, 2.274, -1.125], [-0.978, 3.078, 0.590], [-2.153, 1.589, 0.190], [2.137, -2.205, 1.586], [3.250, -1.369, 0.549], [2.073, -2.502, -0.176], [-1.065, -1.750, -0.330], [-0.567, -1.139, -1.814], [-1.799, -0.325, -1.154]],
  "homo_energy_ev": [-13.274, -13.502],
  "orbital_gap_ha": [0.2515, 0.2275],
  "total_charge": 1
}

Entry two
{
  "formula": "C5H9IN3",
  "method": "wB97M-V/def2-TZVPD",
  "elements": ["C", "C", "C", "C", "C", "N", "N", "N", "I", "H", "H", "H", "H", "H", "H", "H", "H", "H"],
  "xyz": [[1.226, 1.420, -3.674], [0.332, 1.165, -2.900], [-0.568, 0.433, -0.795], [-1.931, 0.213, 1.498], [0.918, -1.127, 0.512], [-0.663, 1.031, -1.996], [-1.791, 0.629, 0.069], [0.558, -0.180, -0.507], [-3.541, -0.020, -0.910], [1.964, 1.743, -4.408], [-1.244, 0.685, 2.191], [-2.949, 0.651, 1.932], [-1.991, -0.849, 1.557], [0.462, -0.715, 1.432], [1.970, -1.304, 0.418], [0.276, -1.957, 0.038], [-1.550, 1.640, -2.141], [1.371, 0.189, -0.985]],
  "homo_energy_ev": -13.226,
  "smiles": "C#CN/C(=[NH+]/C)N(C)I",
  "orbital_gap_ha": 0.3136,
  "total_charge": 1
}

Which is the most stable structure? entry two is the most stable.